Formula: HO3P2S2
Source: the OMol25 dataset
Level of theory: ωB97M-V/def2-TZVPD

Calculated values
frontier orbital gap (spin up / spin down)	5.05 / 5.08	eV
total charge	-1
energy above the lowest of the compared OMol25 structures with the same formula, charge and spin	163.7	kcal/mol

Each line ends with the Mulliken charge.
Atoms and positions in Å:
O  -0.09410  -1.44619  -1.86874  -0.490
O  2.73291  -0.23515  0.06962  -0.890
O  -2.13184  -1.06879  1.81190  -0.492
P  -2.00586  -0.42045  0.53446  0.310
P  -1.22579  1.73833  0.67544  -0.038
S  -0.54619  1.55902  -1.19879  -0.102
S  0.08584  -0.45406  -0.81127  0.566
H  3.18503  0.32728  0.78740  0.136

Formula: C18H15BrN2O3
Source: the OMol25 dataset
Level of theory: ωB97M-V/def2-TZVPD

Calculated values
frontier orbital gap	8.97	eV
energy above the lowest of the compared OMol25 structures with the same formula, charge and spin	7.1	kcal/mol

Each line ends with the Mulliken charge.
Atoms and positions in Å:
C  1.14674  3.54933  4.80739  -1.201
C  0.90206  2.62907  3.67162  0.155
C  0.01011  2.66578  2.63874  -0.086
C  0.30603  1.48635  1.90882  0.315
N  -0.27520  0.99342  0.76302  0.059
C  -1.32230  1.54471  0.06915  0.388
O  -1.86056  2.58405  0.37402  -0.645
C  -1.68236  0.73347  -1.13037  0.213
C  -2.05169  1.37242  -2.30803  -0.792
C  -2.28643  0.62634  -3.44980  -0.569
C  -2.11497  -0.74760  -3.43539  -0.830
C  -1.77170  -1.39815  -2.25632  0.082
C  -1.51343  -2.88696  -2.23642  -0.809
O  -0.73180  -3.30938  -1.13692  -0.423
C  0.45318  -2.68145  -0.89265  0.087
C  1.13479  -1.88171  -1.80645  -0.055
C  2.30069  -1.23736  -1.43046  -0.551
C  2.78747  -1.38796  -0.14469  -0.133
Br  4.36467  -0.46304  0.37352  -0.171
C  2.13728  -2.20203  0.76944  -0.381
C  0.97848  -2.84720  0.39174  -0.281
C  -1.60161  -0.65361  -1.09969  -0.055
N  1.28759  0.81821  2.47246  -0.265
O  1.66041  1.52482  3.56824  -0.266
H  0.48367  4.40566  4.73546  0.312
H  2.18152  3.88756  4.79678  0.311
H  0.97260  3.03437  5.75098  0.305
H  -0.73816  3.39183  2.40916  0.446
H  0.15640  0.14653  0.41938  -0.042
H  -2.13521  2.44811  -2.31687  0.472
H  -2.57537  1.12007  -4.36515  0.401
H  -2.24925  -1.32008  -4.34191  0.428
H  -1.05161  -3.19688  -3.18461  0.380
H  -2.45412  -3.43697  -2.12413  0.381
H  0.76564  -1.74500  -2.81025  0.421
H  2.82226  -0.61313  -2.13945  0.433
H  2.52391  -2.31269  1.76962  0.423
H  0.44840  -3.47894  1.08664  0.440
H  -1.40815  -1.16198  -0.16661  1.101

Formula: C12H27AsOsS3
Source: the OMol25 dataset
Level of theory: ωB97M-V/def2-TZVPD

Calculated values
frontier orbital gap (spin up / spin down)	6.43 / 5.87	eV
spin multiplicity	5
⟨S²⟩	6.0275
total charge	+4

Each line ends with the Mulliken spin population.
Atoms and positions in Å:
Os  -0.49896  -0.54629  0.33651  2.661
C  -0.26709  -3.65718  1.46860  0.011
C  1.03478  -3.10814  2.01344  -0.005
S  1.52878  -1.55586  1.14114  0.086
C  1.83185  -0.34413  2.48033  0.047
C  0.65504  -0.04386  3.40604  -0.004
S  -0.84966  0.57741  2.56430  0.194
C  -2.19753  -0.45222  3.24884  0.012
C  -2.01953  -1.94761  3.06774  0.028
S  -1.55097  -2.37199  1.34621  0.011
H  -0.66020  -4.46534  2.09269  -0.001
H  -0.16967  -4.05175  0.45530  0.012
H  1.84919  -3.81465  1.83446  0.005
H  1.00964  -2.89285  3.08130  0.000
H  2.20852  0.54695  1.97515  -0.001
H  2.66878  -0.75428  3.05602  -0.003
H  0.96302  0.75398  4.08721  0.001
H  0.37251  -0.89710  4.02107  0.002
H  -3.10098  -0.07101  2.76930  0.003
H  -2.27473  -0.20756  4.31247  0.010
H  -2.96365  -2.46280  3.26203  -0.002
H  -1.26416  -2.38348  3.72113  -0.003
C  -1.52378  3.34758  -2.02879  0.056
C  -0.10970  3.10821  -1.81615  0.230
As  0.35157  0.99613  -1.53564  0.239
C  -0.42740  0.25078  -3.15633  0.021
C  -1.88159  -0.17270  -2.98511  0.021
C  2.31169  1.16747  -1.79197  0.060
C  2.70895  1.57183  -3.19585  0.013
H  -1.55005  4.47589  -2.16556  0.129
H  -2.18072  3.16815  -1.17662  0.010
H  -1.93504  2.98366  -2.97218  0.014
H  0.30858  3.47466  -0.87210  0.023
H  0.54346  3.27075  -2.67379  0.027
H  0.23828  -0.60626  -3.33824  0.040
H  -0.26389  0.97187  -3.95767  0.001
H  -2.02865  -0.83578  -2.11662  -0.003
H  -2.20242  -0.74362  -3.85635  0.005
H  -2.56587  0.67162  -2.89749  0.002
H  2.63562  0.14837  -1.53693  0.032
H  2.67395  1.85342  -1.02613  -0.003
H  2.44751  0.83023  -3.94711  0.000
H  3.79999  1.66429  -3.19414  0.013
H  2.34454  2.55322  -3.50050  0.006

Formula: C11H16O5Si
Source: the OMol25 dataset
Level of theory: ωB97M-V/def2-TZVPD

Calculated values
frontier orbital gap	9.51	eV
energy above the lowest of the compared OMol25 structures with the same formula, charge and spin	10.6	kcal/mol

Each line ends with the Mulliken charge.
Atoms and positions in Å:
O  -3.18415  -1.33668  1.01472  -0.602
O  -1.94291  0.33778  -0.06868  -0.081
O  0.59931  0.52575  0.73902  -0.556
O  -0.48397  2.31478  -1.21284  -0.432
O  2.17385  1.32372  -1.25603  -0.364
C  -2.14429  -0.76737  0.73392  0.318
C  1.45727  -2.87430  1.44003  -0.777
C  0.22909  -3.51688  1.59254  -0.463
C  1.51957  -1.53978  1.17482  -0.544
C  -0.93581  -2.78390  1.37644  -0.772
C  0.37256  -0.79396  1.02983  1.240
C  -0.90726  -1.44226  1.14180  0.383
C  -3.15909  0.69664  -0.72672  -0.816
C  -0.15754  3.41662  -0.48051  -0.872
C  3.04801  1.56516  -0.16396  -0.292
C  0.19693  -0.35899  -2.00701  -1.035
Si  0.57708  1.07212  -0.90312  0.925
H  2.31695  -3.37467  1.89389  0.310
H  0.22696  -4.57756  1.95537  0.334
H  2.44572  -1.01804  1.17360  0.285
H  -1.85005  -3.29087  1.38215  0.512
H  -2.91001  1.43277  -1.51822  0.254
H  -3.49076  -0.18475  -1.29908  0.362
H  -3.91703  1.11512  0.00489  0.264
H  -0.06478  3.15988  0.55162  0.362
H  0.68794  3.98896  -0.80660  0.295
H  -1.07759  4.05186  -0.42815  0.281
H  2.92394  2.53966  0.33427  0.286
H  4.06993  1.49479  -0.49628  0.266
H  2.90101  0.70303  0.51178  -0.014
H  0.17847  0.09233  -2.99067  0.355
H  -0.70930  -0.88818  -1.73934  0.294
H  1.00995  -1.08277  -1.95349  0.298

Formula: C21H26N4O4
Source: the OMol25 dataset
Level of theory: ωB97M-V/def2-TZVPD

Calculated values
frontier orbital gap	9.14	eV
energy above the lowest of the compared OMol25 structures with the same formula, charge and spin	67.3	kcal/mol

Each line ends with the Mulliken charge.
Atoms and positions in Å:
C  -8.59755  -1.02092  0.60002  -0.829
O  -7.42909  -1.79705  0.47530  -0.449
C  -6.25485  -1.17720  0.20853  0.866
C  -6.09570  0.19594  0.04068  -0.557
C  -4.84351  0.72397  -0.21849  -0.802
C  -3.72812  -0.09882  -0.32076  0.228
C  -2.35748  0.39018  -0.61874  0.564
O  -1.52491  -0.29340  -1.17868  -0.583
N  -2.08460  1.65436  -0.16309  -0.125
C  -0.91550  2.36006  -0.46337  0.383
C  -0.77988  3.56875  -1.11918  -0.895
C  0.59736  3.80175  -1.12745  -0.402
N  1.24396  2.82318  -0.52669  -1.128
N  0.32724  1.95076  -0.11420  1.186
C  0.68112  0.76469  0.63323  -0.200
C  1.42419  -0.24955  -0.24382  -0.728
C  2.85252  0.20942  -0.54190  -0.791
N  3.56541  0.42585  0.69799  0.117
C  4.61888  -0.24280  1.20528  0.586
O  5.06436  0.01752  2.31325  -0.725
C  5.30543  -1.33365  0.38512  0.192
C  4.44300  -2.58296  0.12060  -0.364
C  4.72413  -2.88517  -1.35764  -0.501
O  4.99889  -1.63708  -1.95495  -0.450
C  5.77705  -0.91122  -1.02552  -0.773
C  2.95876  1.47834  1.49062  -1.100
C  1.52502  1.10966  1.86712  -1.152
C  -3.90001  -1.47760  -0.17950  -0.524
C  -5.13750  -2.01006  0.08996  -0.592
H  -9.39775  -1.72735  0.81382  0.238
H  -8.82578  -0.48691  -0.32768  0.339
H  -8.51803  -0.30489  1.42406  0.339
H  -6.94051  0.86364  0.10290  0.401
H  -4.76570  1.79118  -0.37495  0.403
H  -2.85307  2.21147  0.17894  0.258
H  -1.55810  4.17739  -1.53117  0.449
H  1.13466  4.62953  -1.54509  0.471
H  -0.26519  0.32272  0.96179  0.188
H  0.87124  -0.39430  -1.17166  0.428
H  1.44134  -1.20096  0.29184  0.321
H  3.34977  -0.52003  -1.17378  0.627
H  2.81040  1.16508  -1.07602  0.230
H  6.17618  -1.60634  0.98702  0.566
H  3.38627  -2.37302  0.27596  -0.086
H  4.72372  -3.41485  0.76271  0.369
H  5.59684  -3.54777  -1.45228  0.336
H  3.87867  -3.32742  -1.88511  0.372
H  6.83844  -1.16487  -1.15260  0.303
H  5.64431  0.15206  -1.22982  0.373
H  3.56373  1.61191  2.38866  0.521
H  2.95377  2.39930  0.90096  0.393
H  1.06999  1.93910  2.41090  0.463
H  1.53900  0.23645  2.52211  0.369
H  -3.03595  -2.11559  -0.28489  0.455
H  -5.27688  -3.07247  0.20969  0.423

Formula: C4H8S
Source: the OMol25 dataset
Level of theory: ωB97M-V/def2-TZVPD

Calculated values
frontier orbital gap	9.75	eV
energy above the lowest of the compared OMol25 structures with the same formula, charge and spin	61.3	kcal/mol

Each line ends with the Mulliken charge.
Atoms and positions in Å:
C  0.98898  1.26671  1.52275  -0.826
S  0.77247  0.64006  -0.22654  -0.064
C  -0.82238  -0.00640  -0.15853  -0.148
C  -0.75237  -1.15381  -1.40115  -0.715
C  -1.03837  -1.55528  0.16816  -0.441
H  0.48235  2.06729  1.95359  0.343
H  2.15921  1.28943  1.82507  0.277
H  0.54247  0.35668  2.16495  0.194
H  -1.79288  0.48750  -0.43583  0.316
H  0.13522  -1.09582  -2.01560  0.368
H  -1.74915  -0.88214  -1.94393  0.211
H  -2.11531  -1.86876  0.37084  0.228
H  -0.27668  -1.90236  0.91809  0.257

Listing total energy for the structures above in their given order: -46405.5587 -98073.9363 -108644.3985 -29783.8802 -36349.4714 -15109.7295 eV.